(1)
Below is a structure of composition C34H41N5O4STi, with properties calculated with ωB97M-V/def2-TZVPD.

Highest occupied orbital energy (alpha / beta) ... 0.19 / -1.00 eV
LUMO level (alpha / beta) ... 0.1576 / 0.1567 Ha
E ... -3142.682736 Ha
ΔE to the lowest compared entry with this formula, charge and spin ... 0.0 kcal/mol
Kohn-Sham gap (alpha / beta) ... 4.103 / 5.268 eV
Molecular weight ... 663.67 g/mol

```
! RIJCOSX wB97M-V def2-TZVPD def2/J DEFGRID3
* xyz -2 3
Ti -0.79344 0.34550 -1.15288
C -2.91218 -1.98007 -1.61618
N -3.07709 -0.49977 -1.38735
C -3.81152 -0.41098 -0.09236
C -3.93069 1.00104 0.49944
C -2.78865 1.59072 1.22666
N -1.49492 1.93242 0.39479
C -0.79347 2.91734 0.87154
C 0.59185 3.18196 0.52891
C 1.16551 4.42612 0.93906
C 2.35221 4.92565 0.43257
C 3.08920 4.06798 -0.41139
C 2.60004 2.86935 -0.79621
C 1.33641 2.36053 -0.35444
O 0.98389 1.23903 -0.87223
C -3.85533 0.03337 -2.54727
C -3.99101 1.54845 -2.80460
C -2.69915 2.39997 -2.67794
N -1.43781 1.65748 -2.69620
C -0.92965 1.57890 -4.00220
C -0.00379 0.63593 -4.47458
C 0.66575 0.81878 -5.73930
C 1.53235 -0.13284 -6.22376
C 2.03409 -1.11980 -5.41909
C 1.42126 -1.29806 -4.17427
C 0.36374 -0.51666 -3.71712
O -0.22334 -0.83302 -2.61332
H -3.89626 -2.42422 -1.63361
H -2.26956 -2.48370 -0.90158
H -2.40029 -2.16005 -2.58895
H -3.28683 -1.09942 0.60335
H -4.84004 -0.80792 -0.26916
H -4.77048 0.95563 1.24651
H -4.36815 1.64319 -0.29454
H -2.46331 0.82025 1.95297
H -3.10974 2.54260 1.69057
H -1.20326 3.52019 1.68980
H 0.49007 5.03640 1.52466
H 2.71878 5.92650 0.52311
H 4.00190 4.48135 -0.78898
H 3.11531 2.19038 -1.50192
H -4.84523 -0.37472 -2.50645
H -3.34474 -0.30735 -3.47662
H -4.78327 1.93996 -2.18181
H -4.39116 1.69916 -3.82157
H -2.80950 2.84976 -1.68570
H -2.69273 3.22444 -3.39883
H -1.19323 2.39150 -4.65554
H 0.43285 1.69755 -6.33104
H 1.92171 0.02846 -7.26788
H 2.80598 -1.78497 -5.77417
H 1.74492 -2.06953 -3.48193
O 0.09009 0.54655 2.23031
C -0.56145 -0.41670 1.82375
O -0.90590 -0.66731 0.62511
C -0.99404 -1.50589 2.83294
C -1.30288 -1.02843 4.09979
C -1.83263 -1.81296 5.10990
C -2.04861 -3.18338 4.87843
C -1.78322 -3.66244 3.58778
C -1.27670 -2.89007 2.55450
S -0.81291 -3.80507 1.18059
H -1.09564 0.02920 4.30011
H -2.06046 -1.37008 6.07978
H -2.41471 -3.81214 5.72690
H -1.94272 -4.73950 3.35602
C 3.57656 -1.84210 0.64549
C 4.84931 -2.19013 1.42988
N 4.73626 -1.89171 2.86976
C 4.42017 -0.47381 3.01691
C 3.21128 -0.06406 2.11520
N 2.63977 -1.27786 1.55863
C 2.28981 -2.22820 2.58749
C 3.56661 -2.62589 3.36203
H 3.09921 -2.73641 0.25123
H 3.80375 -1.16376 -0.18137
H 5.75077 -1.68989 1.01306
H 5.06279 -3.30182 1.32297
H 5.32381 -0.00795 2.72922
H 4.22095 -0.25023 4.10974
H 3.53029 0.64960 1.29504
H 2.36580 0.31785 2.72868
H 1.80275 -3.12688 2.09691
H 1.48959 -1.84853 3.20382
H 3.75312 -3.64998 3.20657
H 3.49116 -2.45482 4.46187
*
```

Partial atomic charges computed with the Mulliken method, in multiples of e:
1. Ti 0.065
2. C -1.118
3. N 0.942
4. C -0.727
5. C -0.868
6. C -0.480
7. N 0.495
8. C -0.616
9. C 0.727
10. C -0.995
11. C -0.851
12. C -0.419
13. C -0.569
14. C 0.628
15. O -0.240
16. C -1.196
17. C -1.009
18. C -0.979
19. N 0.911
20. C -1.111
21. C 1.282
22. C -1.170
23. C -0.448
24. C -0.660
25. C -0.457
26. C 0.304
27. O -0.808
28. H 0.501
29. H 0.033
30. H 0.221
31. H 0.307
32. H 0.569
33. H 0.549
34. H 0.036
35. H 0.008
36. H 0.608
37. H 0.177
38. H 0.336
39. H 0.387
40. H 0.410
41. H 0.332
42. H 0.398
43. H 0.447
44. H 0.493
45. H 0.384
46. H 0.079
47. H 0.552
48. H 0.122
49. H 0.336
50. H 0.243
51. H 0.387
52. H 0.361
53. O -0.770
54. C 0.854
55. O -0.100
56. C -0.174
57. C -0.601
58. C -0.676
59. C -0.404
60. C -0.664
61. C 1.187
62. S -0.553
63. H 0.246
64. H 0.311
65. H 0.266
66. H 0.269
67. C -0.725
68. C -0.606
69. N -0.277
70. C -0.837
71. C -0.247
72. N 0.114
73. C -0.085
74. C -0.909
75. H 0.516
76. H 0.321
77. H 0.305
78. H 0.271
79. H 0.390
80. H 0.309
81. H 0.265
82. H 0.202
83. H 0.087
84. H 0.086
85. H 0.359
86. H 0.361

(2)
Below is a structure of composition C34H42BCl3N10RuS3Se, with properties calculated with ωB97M-V/def2-TZVPD.

Highest occupied orbital energy (alpha / beta) ... -16.57 / -16.59 eV
LUMO level (alpha / beta) ... -0.3728 / -0.3792 Ha
E ... -6963.815156 Ha
ΔE to the lowest compared entry with this formula, charge and spin ... 0.0 kcal/mol
Kohn-Sham gap (alpha / beta) ... 6.427 / 6.269 eV
Molecular weight ... 984.18 g/mol

```
! RIJCOSX wB97M-V def2-TZVPD def2/J DEFGRID3
* xyz 3 2
Ru -0.00013 -0.32959 -0.00237
C -3.92368 -0.61230 -3.50903
C -3.60134 0.61866 -2.73050
C -4.37685 1.74627 -2.72453
C -4.00054 2.89533 -1.98487
N -2.93870 2.87934 -1.21048
N -2.20882 1.76702 -1.18545
B -0.98724 1.77889 -0.24107
N 0.11782 2.64511 -0.84870
N -0.12958 3.32515 -1.97606
C 0.75947 4.20765 -2.34793
C 1.94467 4.41839 -1.57989
C 2.21263 3.68707 -0.45795
C 3.44716 3.83041 0.36679
C 1.22664 2.72921 -0.12950
S 1.29396 1.57036 1.14893
C 0.49553 5.00785 -3.60619
C 0.46936 6.49728 -3.22425
C 1.63411 4.74560 -4.60323
C -0.84022 4.61684 -4.22890
N -1.44749 2.31039 1.14062
N -1.50523 3.62584 1.29105
C -1.90961 4.08760 2.45686
C -2.30962 3.20104 3.48521
C -2.24878 1.83923 3.32281
C -2.62795 0.85344 4.37567
C -1.74411 1.42656 2.07597
S -1.42091 -0.24415 1.67227
C -1.93304 5.58862 2.66483
C -3.39289 6.02183 2.87402
C -1.11357 5.91868 3.92297
C -1.33834 6.31909 1.46282
C -2.45808 0.68983 -1.90452
S -1.30983 -0.60894 -1.76319
C -4.82092 4.16690 -2.06124
C -6.24367 3.85237 -1.56973
C -4.87414 4.62759 -3.52608
C -4.20655 5.26568 -1.19723
H -4.79629 -0.45159 -4.13712
H -4.12851 -1.44812 -2.83750
H -3.09076 -0.89981 -4.15225
H -5.30306 1.76330 -3.28380
H 2.65998 5.15816 -1.91471
H 4.08472 4.61993 -0.02285
H 4.01239 2.89629 0.37312
H 3.19718 4.06904 1.40233
H 1.43330 6.84668 -2.85291
H -0.28894 6.69992 -2.46542
H 0.22953 7.09004 -4.10644
H 2.60256 5.07003 -4.22051
H 1.44665 5.30455 -5.51972
H 1.69954 3.68791 -4.86369
H -1.65910 4.76742 -3.52435
H -0.84894 3.57366 -4.54773
H -1.02098 5.24013 -5.10412
H -2.64685 3.60966 4.42883
H -3.01902 1.36035 5.25412
H -1.76347 0.25969 4.67963
H -3.39260 0.16647 4.00885
H -3.84706 5.53306 3.73708
H -4.00312 5.80689 1.99651
H -3.42522 7.09595 3.05224
H -1.55283 5.50423 4.83058
H -1.07827 7.00027 4.04988
H -0.08666 5.55921 3.83755
H -1.82827 6.03527 0.53230
H -0.27016 6.11618 1.36402
H -1.46257 7.39192 1.60444
H -6.77006 3.16435 -2.23194
H -6.82264 4.77517 -1.53957
H -6.23443 3.43011 -0.56341
H -5.33589 3.88508 -4.17814
H -3.88081 4.85525 -3.91338
H -5.47614 5.53327 -3.59024
H -4.33484 5.05271 -0.13548
H -4.70254 6.21062 -1.41534
H -3.14003 5.38442 -1.39132
Se 1.70821 -3.75955 -2.88848
N 1.02031 -5.09497 -1.97662
C 0.38002 -4.57923 -0.94270
C -0.33354 -5.31545 0.03938
C -0.94007 -4.60772 1.03101
C -0.85598 -3.19497 1.06279
N -0.19671 -2.46556 0.18659
C 0.42157 -3.14803 -0.84738
N 1.07667 -2.51142 -1.78987
H -0.38706 -6.39458 -0.02132
H -1.50048 -5.09877 1.81311
H -1.34779 -2.67268 1.87136
Cl 4.39409 -1.79963 2.93887
C 4.06323 -2.35288 1.30139
Cl 5.44639 -2.12913 0.23475
Cl 3.50078 -4.03316 1.28724
C 2.95736 -1.54994 0.76745
N 2.09315 -0.92575 0.35197
*
```

Partial atomic charges computed with the Mulliken method, in multiples of e:
1. Ru -0.751
2. C -1.959
3. C 0.124
4. C -0.400
5. C 0.035
6. N -0.241
7. N 0.682
8. B 0.694
9. N 0.552
10. N -0.585
11. C 0.091
12. C -0.496
13. C 0.016
14. C -1.731
15. C 1.157
16. S -0.272
17. C 2.009
18. C -1.572
19. C -1.782
20. C -1.507
21. N 0.836
22. N -0.477
23. C -0.083
24. C -0.314
25. C 0.082
26. C -1.852
27. C 0.150
28. S -0.016
29. C 2.149
30. C -1.392
31. C -1.752
32. C -1.649
33. C 0.700
34. S -0.324
35. C 2.057
36. C -1.786
37. C -1.407
38. C -1.449
39. H 0.429
40. H 0.387
41. H 0.435
42. H 0.514
43. H 0.488
44. H 0.429
45. H 0.383
46. H 0.386
47. H 0.394
48. H 0.230
49. H 0.481
50. H 0.360
51. H 0.470
52. H 0.393
53. H -0.093
54. H 0.344
55. H 0.579
56. H 0.492
57. H 0.429
58. H 0.394
59. H 0.408
60. H 0.366
61. H 0.181
62. H 0.492
63. H 0.378
64. H 0.478
65. H 0.359
66. H 0.129
67. H 0.326
68. H 0.524
69. H 0.380
70. H 0.474
71. H 0.373
72. H 0.399
73. H 0.135
74. H 0.497
75. H 0.254
76. H 0.546
77. H -0.168
78. Se 0.387
79. N -0.696
80. C 0.397
81. C -0.454
82. C -0.993
83. C -0.239
84. N 0.811
85. C 0.673
86. N -0.352
87. H 0.536
88. H 0.478
89. H 0.447
90. Cl -0.045
91. C 0.788
92. Cl -0.038
93. Cl -0.055
94. C -0.249
95. N -0.381